# C42H119N7O14

A cluster of 14 separate species, C42H119N7O14 in total at a distorted geometry (ωB97M-V/def2-TZVPD, the Open Molecules 2025 dataset).

Geometry as ORCA input:
```
! RIJCOSX wB97M-V def2-TZVPD def2/J DEFGRID3
* xyz 0 1
C -18.6375 -21.7217 10.7334
C -17.5549 -22.0074 9.7082
C -16.3582 -22.7311 10.2677
O -15.3300 -22.7404 9.2759
C -14.1528 -23.3166 9.7684
N -18.0836 -22.8111 8.5739
H -18.3069 -20.9636 11.4498
H -18.8653 -22.6493 11.2649
H -19.5516 -21.3027 10.3199
H -17.2215 -21.0301 9.3317
H -16.6005 -23.7381 10.6248
H -15.9253 -22.1976 11.1266
H -13.4998 -23.3002 8.8922
H -14.2609 -24.3332 10.1631
H -13.5942 -22.7780 10.5496
H -17.4511 -22.6547 7.7907
H -18.9764 -22.3987 8.2381
C -8.6601 -23.6249 12.8489
C -10.1076 -23.4117 12.3601
C -10.7580 -24.7218 11.9496
O -10.0348 -25.4466 11.0120
C -9.9546 -24.7977 9.7568
N -10.9705 -22.7183 13.3623
H -7.9586 -23.3499 12.0557
H -8.5345 -24.6492 13.1966
H -8.3938 -22.9164 13.6377
H -10.0805 -22.7610 11.4778
H -11.7587 -24.5004 11.5423
H -11.0101 -25.3084 12.8388
H -10.8145 -24.1463 9.5647
H -9.8757 -25.5182 8.9407
H -9.0233 -24.2214 9.7670
H -11.1738 -23.3340 14.1484
H -10.3296 -22.0020 13.6862
C -20.4061 -27.3130 3.7872
C -21.0506 -26.1169 4.4923
C -20.4931 -24.7924 3.9623
O -19.1115 -24.6482 4.0238
C -18.6099 -24.5427 5.3379
N -22.5528 -26.1353 4.2072
H -20.8611 -28.2500 4.1155
H -19.3274 -27.3540 3.9754
H -20.5498 -27.2590 2.7063
H -21.0149 -26.1547 5.5833
H -20.9458 -24.0199 4.6009
H -20.8568 -24.6048 2.9546
H -19.0696 -23.7160 5.9040
H -17.5449 -24.3477 5.2524
H -18.8571 -25.4500 5.9060
H -22.8074 -26.7617 4.9689
H -22.7373 -26.6622 3.3615
C -15.0788 -19.2518 10.9350
C -16.1068 -18.5107 10.0771
C -15.4095 -17.9262 8.8531
O -14.3845 -17.0399 9.2838
C -13.8932 -16.1206 8.3004
N -17.1118 -19.5265 9.7141
H -14.5845 -20.0632 10.3913
H -15.4806 -19.7148 11.8419
H -14.3117 -18.6004 11.3730
H -16.5245 -17.6773 10.6433
H -16.1477 -17.3757 8.2579
H -14.9076 -18.7023 8.2620
H -12.8621 -16.4367 8.1351
H -13.8072 -15.2137 8.9076
H -14.5116 -15.9356 7.4273
H -17.8810 -19.0552 9.2296
H -16.6930 -20.1498 9.0232
C -23.4836 -20.8286 9.6141
C -23.9919 -20.3201 8.2623
C -24.2074 -21.4470 7.2674
O -22.9973 -22.1151 7.0761
C -23.0877 -23.4062 6.5145
N -25.2484 -19.5765 8.5227
H -23.1737 -20.0590 10.3169
H -22.5540 -21.3916 9.4424
H -24.1797 -21.5866 9.9696
H -23.2097 -19.7040 7.7856
H -24.6227 -21.0035 6.3500
H -24.9807 -22.1436 7.6220
H -22.0770 -23.7885 6.4172
H -23.5339 -23.4142 5.5179
H -23.6447 -24.0404 7.2096
H -24.9516 -18.8080 9.1184
H -25.5576 -19.1665 7.6397
C -11.9769 -19.2871 8.4111
C -10.5625 -19.9434 8.3404
C -10.4829 -21.0199 9.3993
O -9.1549 -21.5234 9.5652
C -8.2794 -20.6345 10.2281
N -10.4006 -20.5564 7.0054
H -12.0758 -19.0175 9.4615
H -12.7219 -19.9990 8.0661
H -11.8804 -18.4072 7.7802
H -9.8745 -19.0965 8.3877
H -11.0777 -21.9025 9.1698
H -10.8482 -20.5932 10.3440
H -7.2411 -20.9356 10.0836
H -8.4774 -20.7348 11.3032
H -8.3481 -19.6003 9.8885
H -10.1432 -19.8768 6.2885
H -9.5200 -21.0888 7.0493
C -13.4173 -27.7092 14.0974
C -13.6451 -26.2493 13.7007
C -14.7640 -26.0630 12.6945
O -16.0330 -26.3154 13.2486
C -17.0403 -26.0126 12.3343
N -13.9932 -25.5159 14.9560
H -12.5788 -27.7098 14.7935
H -13.2418 -28.3714 13.2523
H -14.2816 -28.0647 14.6620
H -12.6850 -25.8035 13.4498
H -14.6754 -26.7271 11.8199
H -14.7164 -25.0457 12.2823
H -16.9140 -26.5828 11.4128
H -16.9916 -24.9482 12.0768
H -18.0040 -26.1751 12.8040
H -14.1857 -24.5629 14.6512
H -14.8976 -25.9116 15.2095
C -19.9642 -18.9381 8.3479
C -20.0720 -19.8831 7.1371
O -20.3144 -21.2330 7.5850
H -20.8164 -19.0440 9.0145
H -19.8815 -17.9129 7.9768
H -19.0469 -19.2038 8.8778
H -19.1528 -19.8083 6.5525
H -20.9849 -19.5765 6.6103
H -21.2176 -21.4765 7.3228
C -10.2092 -24.6218 5.4343
C -11.5547 -23.9224 5.6704
O -11.4604 -22.5647 5.3164
H -9.9674 -24.9357 4.4221
H -10.1035 -25.4937 6.0956
H -9.4168 -23.9742 5.8197
H -11.7236 -24.0394 6.7513
H -12.4120 -24.3591 5.1658
H -10.9472 -22.0436 5.9746
C -19.8429 -26.7597 9.0935
C -20.6114 -25.4316 8.9722
O -20.0975 -24.4466 9.8586
H -20.4111 -27.5200 8.5528
H -19.5985 -27.0153 10.1181
H -18.8771 -26.6000 8.5974
H -21.6413 -25.6133 9.2907
H -20.5656 -25.0699 7.9421
H -19.3014 -24.0390 9.4432
C -15.1474 -20.9247 5.7613
C -16.4357 -21.6554 5.5167
O -17.5014 -20.7325 5.1873
H -15.2140 -20.2024 6.5719
H -14.7744 -20.4263 4.8623
H -14.3316 -21.6342 5.9284
H -16.8357 -22.2041 6.3830
H -16.2827 -22.3725 4.6994
H -18.2623 -21.2440 4.9027
C -14.0916 -21.2483 13.4353
C -15.4352 -21.7417 13.8688
O -15.5359 -23.1775 13.7525
H -13.8647 -20.1851 13.4438
H -13.8959 -21.5928 12.4115
H -13.2577 -21.7221 13.9627
H -16.1709 -21.3181 13.1665
H -15.7524 -21.4899 14.8879
H -16.4613 -23.4126 13.8540
C -13.0438 -27.3251 10.6058
C -12.2937 -28.4829 9.9446
O -13.1120 -29.2959 9.1532
H -13.4347 -26.6530 9.8362
H -12.3717 -26.7028 11.2082
H -13.8345 -27.6349 11.2911
H -11.8746 -29.1552 10.6872
H -11.5031 -27.9598 9.3929
H -13.5900 -28.7658 8.4901
C -14.6121 -25.4013 7.0135
C -15.4727 -26.3434 7.8058
O -14.9708 -27.6936 7.6921
H -14.4833 -25.8043 6.0022
H -13.5867 -25.4453 7.3959
H -14.9927 -24.3831 6.9936
H -16.5112 -26.3797 7.4573
H -15.5076 -26.0227 8.8572
H -15.7218 -28.2734 7.5622
*
```

**Calculated total energy**: -3107.92180 Ha
**E_HOMO**: -8.614 eV
**Kohn-Sham gap**: 9.09 eV
**Energy relative to the best compared isomer or geometry (same formula, charge and spin)**: 118.1 kcal/mol